(1)
Density functional theory data (ωB97M-V/def2-TZVPD) for one molecule with the formula C20H31N5O4.

Structure (SMILES): CC(C)Cn1[nH]c(CC(=O)N2CC(CN(C)C(=O)CC(=O)NC3CC3)C2)cc1=O
M (g/mol): 405.50
Net charge: 0
HOMO (eV): -8.5
ΔE to the lowest compared entry with this formula, charge and spin (kcal/mol): 33.2

Cartesian coordinates (Å):
C  6.47  -3.34  1.70
C  5.19  -2.57  1.42
C  4.69  -1.83  2.66
C  4.07  -3.49  0.91
N  4.50  -4.51  -0.01
N  5.06  -4.15  -1.24
C  5.69  -5.29  -1.73
C  6.24  -5.28  -3.12
C  7.01  -6.57  -3.36
O  6.50  -7.57  -3.82
N  8.29  -6.54  -2.94
C  9.17  -5.54  -2.35
C  10.28  -6.63  -2.29
C  10.73  -7.02  -0.89
N  11.81  -6.19  -0.38
C  13.15  -6.66  -0.68
C  11.51  -5.06  0.30
O  10.34  -4.71  0.45
C  12.67  -4.28  0.90
C  12.40  -3.09  1.81
O  13.27  -2.73  2.59
N  11.24  -2.42  1.62
C  10.91  -1.28  2.42
C  9.58  -0.64  2.19
C  9.85  -1.39  3.48
C  9.27  -7.61  -2.95
C  5.70  -6.25  -0.79
C  4.97  -5.76  0.37
O  4.80  -6.25  1.47
H  6.28  -4.17  2.38
H  6.90  -3.76  0.78
H  7.22  -2.69  2.16
H  5.40  -1.83  0.64
H  4.51  -2.54  3.47
H  5.42  -1.10  3.01
H  3.75  -1.31  2.47
H  3.67  -4.06  1.76
H  3.25  -2.92  0.47
H  4.37  -3.74  -1.87
H  5.43  -5.24  -3.86
H  6.88  -4.40  -3.25
H  9.39  -4.70  -3.02
H  8.85  -5.17  -1.38
H  11.14  -6.41  -2.93
H  9.89  -6.98  -0.20
H  11.10  -8.05  -0.91
H  13.91  -5.97  -0.33
H  13.33  -7.63  -0.22
H  13.27  -6.77  -1.76
H  13.32  -4.95  1.47
H  13.29  -3.89  0.08
H  10.52  -2.92  1.11
H  11.77  -0.65  2.62
H  9.53  0.44  2.23
H  8.92  -1.10  1.48
H  9.38  -2.35  3.59
H  9.98  -0.82  4.39
H  8.99  -8.47  -2.34
H  9.53  -7.97  -3.95
H  6.16  -7.22  -0.86

Atom charges from the natural (NBO) analysis, given in e for atoms 1 to 5:
1. C -0.6207
2. C -0.2281
3. C -0.6031
4. C -0.2214
5. N -0.2696

(2)
Density functional theory data (ωB97M-V/def2-TZVPD) for C24H44Cl3N2O4PmSi as an isolated structure in a non-equilibrium geometry.

M (g/mol): 704.07
Net charge: 0
2S+1: 5
HOMO (spin up / spin down) (eV): -8.3 / -8.3
ΔE to the lowest compared entry with this formula, charge and spin (kcal/mol): 21.2

Cartesian coordinates (Å):
C  1.94  3.95  1.31
C  3.15  3.34  0.68
H  2.05  3.94  2.40
H  1.02  3.41  1.03
H  1.84  5.01  1.01
C  4.40  3.66  1.06
C  4.72  4.66  2.12
H  5.27  3.21  0.58
H  4.18  4.46  3.06
H  4.50  5.69  1.82
H  5.79  4.61  2.32
Pm  -2.74  0.27  -0.24
Cl  -4.85  1.17  -1.47
Cl  -1.11  1.35  -2.17
C  -1.98  -1.52  -2.70
O  -2.25  -1.64  -1.46
N  -1.22  -2.38  -3.36
C  -0.70  -3.56  -2.67
C  -0.72  -2.06  -4.69
H  -2.35  -0.65  -3.26
H  -1.46  -3.94  -1.98
H  0.21  -3.33  -2.09
H  -0.47  -4.30  -3.44
H  -1.43  -1.39  -5.18
H  -0.61  -2.99  -5.24
H  0.26  -1.55  -4.65
H  -3.61  0.95  4.93
H  -0.78  1.04  3.35
C  -3.05  0.03  5.16
C  -0.84  0.14  4.00
N  -2.20  -0.39  4.05
H  -3.76  -0.77  5.40
C  -2.80  -0.97  3.01
O  -2.39  -0.91  1.82
H  -0.15  -0.63  3.62
H  -3.72  -1.52  3.26
H  -2.41  0.24  6.03
H  -0.56  0.41  5.02
O  2.11  1.27  0.22
C  2.87  2.30  -0.40
C  5.07  1.04  -0.46
C  4.09  1.77  -1.13
H  4.99  0.91  0.63
C  6.15  0.50  -1.18
H  2.19  2.80  -1.11
C  4.21  2.03  -2.50
H  6.90  -0.08  -0.65
C  6.23  0.72  -2.56
C  5.29  1.51  -3.21
H  3.44  2.66  -2.97
H  7.06  0.29  -3.13
H  5.37  1.72  -4.28
Si  1.92  -0.37  -0.10
Cl  -1.12  2.06  1.18
C  3.22  -1.36  0.78
C  1.87  -0.71  -1.93
C  0.24  -0.80  0.57
H  4.17  -1.38  0.22
H  2.87  -2.40  0.88
H  3.40  -0.97  1.78
H  0.17  -0.62  1.65
H  -0.15  -1.79  0.32
H  -0.34  -0.02  0.05
H  2.81  -0.45  -2.43
H  1.06  -0.11  -2.38
H  1.66  -1.77  -2.12
C  -6.48  -2.80  -0.49
C  -7.05  -1.89  0.63
C  -5.88  -1.03  1.12
O  -4.71  -1.33  0.30
C  -5.04  -2.32  -0.70
H  -6.49  -3.85  -0.18
H  -7.04  -2.70  -1.42
H  -7.47  -2.48  1.45
H  -7.84  -1.24  0.24
H  -6.08  0.05  1.03
H  -5.62  -1.25  2.17
H  -4.30  -3.13  -0.62
H  -4.91  -1.85  -1.68

Atom charges from the Mulliken analysis, given in e for atoms 1 to 5:
1. C -1.1149
2. C 0.3576
3. H 0.3359
4. H -0.1447
5. H 0.3215

(3)
Density functional theory data (ωB97M-V/def2-TZVPD) for one molecule with the formula C3H4O2 in a non-equilibrium geometry.

Structure (SMILES): C=C(O)C=O
M (g/mol): 72.06
Net charge: 0
HOMO (eV): -9.4
ΔE to the lowest compared entry with this formula, charge and spin (kcal/mol): 71.3

Cartesian coordinates (Å):
C  1.08  -0.52  0.00
C  -0.02  0.27  0.16
O  0.17  1.36  0.88
C  -1.38  -0.04  -0.35
O  -2.09  -1.01  -0.25
H  2.02  -0.12  -0.38
H  0.95  -1.55  -0.26
H  1.16  0.89  1.16
H  -1.89  0.72  -0.96

Atom charges from the natural (NBO) analysis, given in e for atoms 1 to 5:
1. C -0.6320
2. C 0.2794
3. O -0.6337
4. C 0.3603
5. O -0.4868

(4)
Density functional theory data (ωB97M-V/def2-TZVPD) for one molecule with the formula C3H4N2O in a non-equilibrium geometry.

Structure (SMILES): O=C1CN=CN1
M (g/mol): 84.08
Net charge: 0
HOMO (eV): -9.5
ΔE to the lowest compared entry with this formula, charge and spin (kcal/mol): 55.9

Cartesian coordinates (Å):
O  0.20  -1.71  -1.45
C  0.10  -0.84  -0.60
C  0.59  0.59  -0.63
N  0.28  1.15  0.65
C  -0.42  0.27  1.32
N  -0.52  -0.95  0.64
H  1.65  0.68  -0.84
H  0.04  1.18  -1.39
H  -1.09  1.14  1.46
H  -0.91  -1.82  0.97

Atom charges from the natural (NBO) analysis, given in e for atoms 1 to 5:
1. O -0.5668
2. C 0.6595
3. C -0.3927
4. N -0.3896
5. C 0.1134

(5)
Density functional theory data (ωB97M-V/def2-TZVPD) for C5H10O as an isolated structure in a non-equilibrium geometry.

M (g/mol): 86.13
Net charge: 0
HOMO (eV): -8.5
ΔE to the lowest compared entry with this formula, charge and spin (kcal/mol): 298.3

Cartesian coordinates (Å):
C  1.46  -1.14  -0.51
C  1.76  0.29  0.48
C  0.64  1.33  0.08
C  -0.60  1.18  -0.59
C  -2.44  -0.44  0.41
H  2.36  -1.96  0.10
H  0.25  -1.70  -0.18
H  1.66  -1.01  -1.97
H  1.84  -0.07  1.84
H  3.12  0.81  0.27
H  0.81  2.45  -0.10
H  -1.36  1.96  -0.99
H  -2.28  -0.70  1.84
H  -3.55  0.51  0.24
H  -2.65  -1.42  -0.27
O  -1.02  -0.10  -0.64

Atom charges from the natural (NBO) analysis, given in e for atoms 1 to 5:
1. C -0.6886
2. C -0.4587
3. C -0.3018
4. C 0.1206
5. C -0.3641

(6)
Density functional theory data (ωB97M-V/def2-TZVPD) for C22H24Cl3GeN6O2PTi as an isolated structure in a non-equilibrium geometry.

M (g/mol): 662.28
Net charge: +3
2S+1: 2
HOMO (spin up / spin down) (eV): -16.3 / -16.7
ΔE to the lowest compared entry with this formula, charge and spin (kcal/mol): 20.1

Cartesian coordinates (Å):
Ti  -0.49  0.02  -0.68
C  2.13  0.93  7.24
C  2.31  1.96  6.32
C  1.71  1.89  5.08
C  0.95  0.76  4.74
C  0.77  -0.27  5.66
C  1.38  -0.19  6.90
P  0.20  0.62  3.11
C  -1.14  -0.58  3.31
C  -1.11  -1.84  2.73
C  -2.21  -2.68  2.90
C  -3.32  -2.26  3.62
C  -3.34  -1.00  4.20
C  -2.25  -0.15  4.05
C  1.44  0.02  1.90
C  2.71  -0.22  2.45
C  3.72  -0.72  1.66
C  3.50  -0.95  0.32
C  2.26  -0.67  -0.24
C  1.19  -0.15  0.52
H  2.55  1.02  8.23
H  2.89  2.83  6.58
H  1.82  2.70  4.37
H  0.19  -1.15  5.41
H  1.27  -1.00  7.61
H  -0.22  -2.18  2.22
H  -2.18  -3.68  2.50
H  -4.15  -2.93  3.77
H  -4.19  -0.68  4.79
H  -2.25  0.83  4.50
H  2.88  -0.05  3.50
H  4.68  -0.95  2.11
H  4.30  -1.33  -0.30
H  2.13  -0.86  -1.30
C  0.75  0.66  -4.98
O  0.70  1.82  -4.13
C  0.47  1.68  -2.87
O  0.33  0.56  -2.29
N  0.39  2.80  -2.15
N  0.19  2.68  -0.77
H  0.77  1.04  -6.00
H  -0.14  0.04  -4.83
H  1.65  0.09  -4.78
H  0.53  3.71  -2.60
H  -0.59  3.27  -0.48
H  1.02  2.99  -0.27
N  -0.25  -5.89  -1.61
C  -0.19  -5.48  -0.35
N  0.04  -6.35  0.63
N  -0.34  -4.21  0.01
C  -0.48  -3.05  -0.40
N  -0.61  -1.89  -0.58
H  -0.09  -6.85  -1.85
H  -0.46  -5.25  -2.36
H  0.21  -7.33  0.46
H  0.07  -6.03  1.59
Cl  -1.88  1.03  0.69
Ge  -3.83  -0.58  -0.21
Cl  -2.51  -0.23  -2.14
Cl  -5.19  0.98  -0.55

Atom charges from the natural (NBO) analysis, given in e for atoms 1 to 5:
1. Ti 1.4277
2. C -0.1182
3. C -0.1827
4. C -0.2062
5. C -0.3302

| no. | electronic energy (eV) |
| --- | --- |
| 1 | -36883.188 |
| 2 | -98778.769 |
| 3 | -7267.595 |
| 4 | -8201.461 |
| 5 | -7381.830 |
| 6 | -162705.121 |